No. 1
Molecular formula: CH3NO
Method: DFT, the ωB97M-V functional and the def2-TZVPD basis

Last column: Löwdin charge in e.
Geometry (Å):
C: 1.23772 0.17072 -0.02680  0.008
N: 0.01798 -0.49512 -0.04226  -0.126
O: -1.10735 0.24380 -0.01806  -0.085
H: 1.06100 1.23299 0.08447  0.053
H: 2.08940 -0.43778 0.23070  0.049
H: -1.84380 -0.30410 0.28596  0.101

The total charge is 0. Its frontier orbital gap is 10.73 eV. Its SMILES is C=NO. For the HOMO energy, the calculation gives -0.3572 Eh. As for the LUMO energy: 1.01 eV.

=====

No. 2
Molecular formula: C5H6O2PS
Method: DFT, the ωB97M-V functional and the def2-TZVPD basis

Last column: Löwdin charge in e.
Geometry (Å):
C: -1.42657 0.58501 -1.15089  -0.253
C: -2.76906 0.53685 -0.97959  -0.483
C: -1.49861 -0.11087 1.03511  -0.478
C: -0.70455 0.19940 0.00555  -0.263
C: 2.23105 -1.17201 0.41907  -0.205
O: 2.24935 1.12049 -1.16379  -0.403
O: 2.11012 1.45046 1.36347  -0.400
P: 1.83839 0.63188 0.16648  0.423
S: -3.21028 0.01827 0.61221  0.842
H: -0.94129 0.90142 -2.05400  0.082
H: -3.55578 0.78223 -1.67138  0.037
H: -1.26155 -0.40798 2.03757  0.033
H: 3.26352 -1.34078 0.10274  0.025
H: 2.11532 -1.42744 1.46903  0.024
H: 1.55995 -1.76694 -0.19159  0.020

The total charge is -1. Its frontier orbital gap is 7.54 eV. For the HOMO energy, the calculation gives -0.1612 Eh. As for the LUMO energy: 3.16 eV.

=====

No. 3
Molecular formula: C5H8O
Method: DFT, the ωB97M-V functional and the def2-TZVPD basis

Last column: Löwdin charge in e.
Geometry (Å):
C: -1.69448 -0.30943 -0.31074  -0.152
C: -1.23834 1.08715 -0.27508  -0.123
C: -0.43847 -0.10740 0.46167  -0.182
C: 0.83945 -0.57218 -0.17669  -0.292
C: 2.12974 -0.35938 0.47213  -0.129
O: 1.57823 -1.66166 0.38465  -0.034
H: -1.53010 -0.75185 -1.28839  0.111
H: -2.62012 -0.59998 0.16876  0.102
H: -1.85023 1.74544 0.36011  0.107
H: -0.71440 1.57966 -1.07711  0.097
H: -0.42202 0.69041 1.19368  0.121
H: 0.83060 -0.64876 -1.27157  0.149
H: 3.01633 -0.13819 -0.12384  0.110
H: 2.11381 0.04617 1.48243  0.114

The total charge is 0. Its frontier orbital gap is 10.31 eV. Its SMILES is C1CC1[C@H]1CO1. For the HOMO energy, the calculation gives -0.3374 Eh. As for the LUMO energy: 1.13 eV.

=====

No. 4
Molecular formula: C22H44N3O2
Method: DFT, the ωB97M-V functional and the def2-TZVPD basis

Last column: Löwdin charge in e.
Geometry (Å):
C: -3.88251 1.31933 -5.13277  -0.116
C: -3.17014 0.97377 -6.44777  -0.265
C: -2.24758 -0.23634 -6.31722  -0.243
C: -1.09530 -0.01881 -5.33722  -0.216
C: -0.01577 -1.11825 -5.41172  -0.199
C: 0.30450 -1.80268 -4.07079  -0.207
C: 1.58852 -1.28797 -3.39436  -0.213
C: 1.50073 -1.24011 -1.86969  -0.213
C: 1.57308 -2.63135 -1.20773  -0.205
C: 2.80073 -2.83289 -0.30775  -0.204
C: 2.61017 -3.92588 0.75791  -0.193
C: 2.48464 -3.38194 2.19429  -0.200
C: 1.42531 -4.11481 3.02329  -0.177
C: -0.00100 -3.57072 2.74657  -0.102
C: -0.46738 -2.65640 3.82563  -0.171
C: -0.53181 -1.27674 3.70775  0.104
C: -0.93432 -0.55379 4.78811  -0.254
O: -1.06691 0.76713 4.80129  0.132
C: -1.28592 -1.24399 5.97892  0.014
N: -1.23426 -2.54051 6.07299  0.138
N: -0.82810 -3.18801 4.99519  0.097
H: -3.30161 2.02573 -4.53752  0.067
H: -4.04899 0.41849 -4.53485  0.069
H: -4.85970 1.76858 -5.31389  0.066
H: -3.90586 0.77890 -7.22962  0.102
H: -2.55285 1.82471 -6.75098  0.104
H: -1.84018 -0.49937 -7.29849  0.111
H: -2.83436 -1.10018 -5.97982  0.116
H: -1.50371 0.00965 -4.32089  0.099
H: -0.65868 0.96848 -5.52014  0.113
H: 0.90109 -0.69488 -5.82944  0.108
H: -0.35450 -1.87925 -6.12061  0.103
H: -0.54150 -1.66783 -3.38752  0.101
H: 0.38910 -2.87960 -4.23941  0.105
H: 1.83771 -0.29767 -3.78424  0.109
H: 2.41908 -1.94716 -3.67245  0.115
H: 0.54935 -0.76717 -1.60294  0.104
H: 2.29792 -0.60543 -1.47223  0.103
H: 0.66306 -2.84160 -0.63501  0.095
H: 1.61727 -3.38339 -2.00240  0.113
H: 3.65689 -3.08562 -0.93608  0.116
H: 3.04851 -1.88304 0.17822  0.101
H: 3.46209 -4.60690 0.73610  0.113
H: 1.71039 -4.50608 0.52824  0.107
H: 2.24061 -2.31386 2.16326  0.105
H: 3.43921 -3.47790 2.71449  0.117
H: 1.66761 -4.00469 4.08514  0.111
H: 1.45100 -5.18408 2.80948  0.120
H: -0.00811 -3.01424 1.80742  0.118
H: -0.72267 -4.38483 2.63866  0.136
H: -0.26616 -0.79939 2.77378  0.152
H: -0.30451 1.21421 4.40144  0.130
H: -1.61342 -0.69390 6.85322  0.149
H: -0.79854 -4.19480 5.11266  0.191
C: -0.58310 5.95429 3.87747  -0.063
C: 0.73050 5.25255 3.55601  -0.427
C: 1.08715 5.22883 2.06645  -0.205
O: 0.33206 4.30445 1.30409  -0.197
C: -0.92145 4.77640 0.84152  -0.102
N: 0.70749 3.89774 4.12705  0.030
H: -1.44293 5.33641 3.61550  0.065
H: -0.64503 6.16067 4.94496  0.079
H: -0.66644 6.90036 3.34127  0.084
H: 1.53201 5.80114 4.05877  0.139
H: 2.12673 4.90630 1.96785  0.123
H: 1.01068 6.23184 1.62984  0.124
H: -0.87367 5.83872 0.58693  0.093
H: -1.71635 4.62520 1.57607  0.074
H: -1.16847 4.21327 -0.05737  0.088
H: 1.62952 3.48383 4.01682  0.071
H: 0.09910 3.35305 3.51828  0.052

The total charge is +1. Its frontier orbital gap is 7.17 eV. For the HOMO energy, the calculation gives -0.4257 Eh. As for the LUMO energy: -4.41 eV.

=====

No. 5
Molecular formula: CH4N3OS
Method: DFT, the ωB97M-V functional and the def2-TZVPD basis

Last column: Löwdin charge in e.
Geometry (Å):
C: -0.26477 0.89435 1.44990  -0.390
N: -0.39590 0.06092 2.27071  0.275
N: -0.82958 0.05444 -1.93506  -0.210
N: 0.96421 -0.86589 -0.63829  -0.165
O: 0.01546 1.52325 0.50573  0.000
S: 0.52905 0.44787 -1.46415  1.122
H: -0.85375 -0.14286 3.13172  0.115
H: -1.38658 0.65910 -2.51533  0.055
H: 1.88877 -0.98006 -0.25336  0.097
H: 0.33310 -1.65112 -0.55187  0.100

The total charge is +1. Its frontier orbital gap is 9.84 eV. For the HOMO energy, the calculation gives -0.5783 Eh. As for the LUMO energy: -5.90 eV.

=====

No. 6
Molecular formula: C2H4N2O
Method: DFT, the ωB97M-V functional and the def2-TZVPD basis

Last column: Mulliken spin population.
Geometry (Å):
C: 1.91256 2.27753 0.44366  1.044
C: -0.84547 -0.14336 0.18455  -0.004
N: 2.25889 1.99132 1.49809  0.878
N: -1.63837 -0.92067 0.58116  0.001
O: -0.04742 0.56647 -0.29033  0.005
H: 1.31295 2.77673 -0.28950  0.076
H: -0.11432 -2.91482 -1.57217  0.000
H: -0.49068 -2.22850 -1.64380  0.000
H: -2.34814 -1.40471 1.08834  0.000

The total charge is 0. Its frontier orbital gap (alpha / beta) is 6.94 / 7.58 eV. As for the spin multiplicity: 3. For the HOMO energy (alpha / beta), the calculation gives -0.2235 / -0.4165 Eh. As for the LUMO energy (alpha / beta): 0.85 / -3.75 eV.

=====

No. 7
Molecular formula: C26H29CrN2O4
Method: DFT, the ωB97M-V functional and the def2-TZVPD basis

Last column: Mulliken spin population.
Geometry (Å):
C: -1.05251 -1.61038 1.92429  -0.071
C: -2.45413 -1.33421 1.66665  -0.064
C: -2.77257 -1.87071 0.36543  0.139
H: -3.14855 -0.93044 2.39186  0.006
C: -1.59477 -2.46705 -0.17010  -0.041
C: -0.52803 -2.26981 0.74742  0.051
H: 0.45663 -2.73152 0.64894  0.003
H: -0.55473 -1.48866 2.88121  0.016
H: -3.77237 -1.96446 -0.05993  0.002
H: -1.55053 -3.08600 -1.06929  0.015
C: -2.94874 2.01481 -0.14510  0.014
C: -2.93385 1.49445 1.18778  -0.012
C: -1.62650 1.76298 1.76357  -0.114
H: -3.79868 1.10446 1.72289  0.007
C: -0.81288 2.31846 0.70217  0.036
C: -1.63902 2.47982 -0.45558  -0.024
H: -1.34944 3.01167 -1.36565  0.011
H: -3.82854 2.15510 -0.77106  0.007
H: -1.33737 1.65726 2.81036  0.018
H: 0.20266 2.70365 0.80057  0.006
Cr: -1.17800 0.06853 0.60861  3.161
O: -1.49650 0.29504 -2.06386  0.180
C: -2.70683 -0.35591 -2.51149  -0.041
C: -1.69707 -0.83686 -3.49022  0.575
H: -3.12965 -1.16158 -1.87283  -0.036
H: -3.44635 0.30644 -3.00132  0.006
H: -0.95165 -1.63079 -3.21668  0.045
H: -0.40330 -1.83752 -5.56610  -0.007
C: -0.74409 -0.80933 -5.75275  0.114
C: -1.37839 -0.12493 -4.68636  -0.211
C: -1.71986 1.25069 -4.84827  0.180
H: -2.05718 1.79631 -3.96295  0.052
C: -1.53087 1.85863 -6.08191  -0.097
H: -1.85648 2.89535 -6.21016  -0.003
C: -0.95938 1.14938 -7.14756  0.191
H: -0.86689 1.62604 -8.12131  0.023
C: -0.54919 -0.18427 -6.96924  -0.064
H: -0.10435 -0.74114 -7.79858  -0.004
C: 1.73220 -1.42235 4.55027  0.000
C: 2.56016 -1.53024 3.27990  -0.002
C: 2.86291 -0.18347 2.55799  -0.004
C: 3.76214 0.78071 3.38355  0.000
C: 3.23318 1.28600 4.70892  0.000
C: 3.69184 -0.51291 1.29991  -0.001
O: 4.86018 -0.92258 1.33551  0.000
N: 3.07063 -0.28161 0.08666  0.001
C: 1.68732 -0.25954 -0.13031  -0.009
O: 1.20188 -0.56237 -1.22922  0.014
N: 0.92699 0.13462 0.94227  -0.049
C: 1.53748 0.45468 2.12053  -0.020
O: 0.97893 1.22407 2.92032  0.002
H: 2.37261 -1.29350 5.43084  0.000
H: 1.15197 -2.34212 4.69745  0.000
H: 1.03464 -0.57719 4.48221  -0.001
H: 3.52476 -2.02633 3.49264  0.000
H: 2.01950 -2.17167 2.55666  0.000
H: 4.74253 0.29129 3.53669  0.000
H: 3.95292 1.66024 2.74361  0.000
H: 3.30207 0.52898 5.49680  0.000
H: 3.81867 2.15923 5.01790  0.000
H: 2.19276 1.59861 4.57001  0.000
H: 3.60168 -0.54603 -0.73457  0.000

The total charge is -1. Its frontier orbital gap (alpha / beta) is 3.42 / 7.06 eV. As for the spin multiplicity: 5. For the HOMO energy (alpha / beta), the calculation gives -0.0439 / -0.1665 Eh. As for the LUMO energy (alpha / beta): 2.22 / 2.53 eV.

=====

What did we get for relative energy (zero: lowest compared OMol25 entry of this formula, charge and spin)? Answer: 3.057 1.513 3.725 0.000 0.932 3.633 1.120 eV, in the order shown.